{
  "formula": "C31H28NO3",
  "method": "wB97M-V/def2-TZVPD",
  "de_lowest_kj_mol": 22.0,
  "lumo_ha": -0.1887,
  "e_homo_ev": -10.0,
  "total_charge": 1,
  "symbols": ["C", "O", "C", "C", "C", "C", "C", "C", "C", "C", "C", "C", "C", "C", "C", "C", "C", "C", "C", "O", "C", "C", "C", "C", "C", "H", "H", "H", "H", "H", "H", "H", "H", "H", "H", "H", "H", "H", "H", "H", "H", "H", "H", "H", "H", "H", "O", "C", "C", "C", "C", "N", "C", "C", "C", "C", "H", "H", "H", "H", "H", "H", "H"],
  "positions_angstrom": [[7.52784, -1.98229, -1.89889], [6.58302, -2.51991, -1.00409], [5.32416, -1.92903, -1.03740], [4.35483, -2.41903, -0.14635], [3.08082, -1.92132, -0.12917], [2.70745, -0.86607, -0.97821], [1.34390, -0.32129, -0.97946], [0.24916, -1.21601, -1.01027], [-1.05574, -0.84155, -0.92836], [-2.18127, -1.72893, -1.00236], [-3.47444, -1.18924, -1.03045], [-4.57759, -2.00077, -1.15589], [-4.42594, -3.37189, -1.24627], [-3.16095, -3.92875, -1.21594], [-2.05120, -3.12309, -1.09573], [1.14840, 1.13691, -0.94945], [1.81518, 1.90870, 0.01801], [1.66440, 3.26699, 0.06406], [0.86878, 3.94843, -0.87131], [0.78624, 5.33169, -0.75017], [-0.06103, 5.96193, -1.68026], [0.22495, 3.18033, -1.85525], [0.34526, 1.81701, -1.88317], [3.68491, -0.35586, -1.85031], [4.94571, -0.88475, -1.89522], [8.47442, -2.50115, -1.74747], [7.20304, -2.13820, -2.92775], [7.67289, -0.92189, -1.69395], [4.63921, -3.21344, 0.51907], [2.35923, -2.30771, 0.56878], [0.47875, -2.25818, -1.12528], [-1.27696, 0.20570, -0.82877], [-3.59321, -0.12056, -0.97743], [-5.56138, -1.56414, -1.20084], [-5.29019, -4.00712, -1.35188], [-3.04008, -4.99590, -1.30522], [-1.07556, -3.57457, -1.09094], [2.43572, 1.40711, 0.74239], [2.15873, 3.84530, 0.82446], [-0.06919, 7.03186, -1.47119], [0.31746, 5.80460, -2.69045], [-1.07704, 5.57758, -1.58155], [-0.36400, 3.67171, -2.60599], [-0.14244, 1.25245, -2.65763], [3.40979, 0.43918, -2.52071], [5.64518, -0.51049, -2.61853], [-6.18791, -0.12804, 2.80078], [-4.84662, 0.12291, 3.05523], [-3.84665, -0.69163, 2.56218], [-2.50936, -0.38024, 2.84904], [-2.18569, 0.74859, 3.62531], [-0.79719, 0.79061, 3.71855], [-0.27457, -0.27703, 3.02888], [-1.29330, -1.01284, 2.48712], [-3.20656, 1.57043, 4.12635], [-4.50544, 1.25235, 3.84081], [-6.27637, -0.92699, 2.23744], [-4.07161, -1.55026, 1.96053], [-0.26419, 1.50814, 4.21298], [0.77825, -0.49177, 2.93532], [-1.20734, -1.90418, 1.88742], [-2.96308, 2.43315, 4.72018], [-5.31359, 1.86245, 4.20464]],
  "atomic_forces_ev_per_a": [[0.46, 0.15, -0.31], [-2.27, 0.65, 0.35], [0.66, -0.42, 0.10], [0.70, -0.29, -0.05], [-0.26, 0.19, -0.35], [-0.18, 0.33, 0.13], [-0.23, 0.06, 0.00], [0.91, 0.22, -0.03], [-0.33, -0.05, 0.04], [-0.24, -0.17, -0.12], [0.31, 0.20, 0.01], [-0.28, 0.10, -0.02], [-0.14, 0.04, -0.01], [0.31, -0.20, 0.01], [0.09, 0.08, -0.04], [0.12, -0.13, -0.43], [0.07, -0.42, -0.39], [-0.18, 0.77, 0.00], [0.05, 0.66, 0.22], [0.43, -2.26, 0.21], [-0.31, 0.36, -0.35], [-0.05, 1.14, 0.14], [0.35, -0.77, 0.53], [-0.80, 0.17, 0.51], [0.90, -0.52, -0.06], [-0.22, -0.04, 0.11], [0.07, 0.09, -0.10], [0.08, 0.09, -0.12], [0.07, -0.19, 0.20], [-0.13, -0.19, 0.19], [0.19, -0.29, -0.01], [-0.14, 0.31, 0.21], [-0.06, 0.25, 0.08], [-0.15, 0.08, 0.02], [-0.13, -0.08, -0.01], [0.03, -0.14, 0.03], [0.19, -0.14, 0.03], [0.15, -0.01, 0.14], [0.11, 0.13, 0.17], [0.14, -0.19, 0.12], [-0.13, 0.05, -0.13], [-0.08, 0.04, -0.13], [-0.17, 0.03, -0.21], [-0.12, -0.08, -0.25], [0.03, 0.22, -0.17], [0.12, 0.17, -0.14], [0.55, -0.25, -0.20], [0.09, -0.30, -0.22], [-0.12, 0.49, 0.28], [-0.34, 0.27, 0.15], [-0.09, -0.31, -0.24], [0.07, 0.55, 0.35], [-0.29, -0.28, -0.29], [0.42, -0.01, -0.15], [0.77, -0.17, -0.09], [-0.71, -0.41, -0.35], [0.22, 0.75, 0.60], [-0.18, -0.39, -0.22], [-0.37, -0.62, -0.37], [0.06, 0.32, 0.27], [0.15, -0.07, 0.08], [-0.07, 0.24, 0.17], [-0.13, 0.15, 0.12]]
}

{
  "formula": "C31H28NO6S2",
  "method": "wB97M-V/def2-TZVPD",
  "de_lowest_kj_mol": 45.9,
  "lumo_ha": 0.0833,
  "e_homo_ev": -2.4,
  "total_charge": -1,
  "symbols": ["C", "C", "C", "C", "S", "C", "C", "S", "C", "C", "C", "C", "C", "C", "O", "O", "O", "O", "C", "C", "H", "H", "H", "H", "H", "H", "H", "H", "H", "H", "H", "H", "C", "C", "O", "C", "C", "N", "C", "C", "C", "C", "C", "C", "C", "C", "C", "C", "C", "C", "C", "O", "H", "H", "H", "H", "H", "H", "H", "H", "H", "H", "H", "H", "H", "H", "H", "H"],
  "positions_angstrom": [[2.55278, 2.61119, -4.85715], [1.68893, 2.06435, -5.80797], [0.40580, 1.65700, -5.43764], [0.00551, 1.76546, -4.10675], [-1.60786, 1.16270, -3.55531], [-1.17971, -0.24554, -2.49910], [-1.21051, -0.17058, -1.15257], [-0.38466, -1.59836, -3.37998], [1.11874, -1.80257, -2.41963], [2.23448, -1.03856, -2.75270], [3.31787, -0.99333, -1.87807], [3.30559, -1.77241, -0.71720], [2.21395, -2.59677, -0.44036], [1.11617, -2.62309, -1.29389], [-1.18550, -2.79059, -3.26735], [0.07059, -1.10496, -4.65933], [-2.18495, 2.17722, -2.70785], [-2.31135, 0.63032, -4.69461], [0.85299, 2.33557, -3.16062], [2.13608, 2.73682, -3.53002], [3.54937, 2.94473, -5.14772], [2.00636, 1.94852, -6.84647], [-0.28029, 1.24884, -6.17554], [-0.92466, -1.04068, -0.56878], [-1.62934, 0.71603, -0.68844], [2.23711, -0.46936, -3.67865], [4.16463, -0.34746, -2.11594], [4.15348, -1.74364, -0.02999], [2.20185, -3.22080, 0.45005], [0.25943, -3.26175, -1.09007], [0.51891, 2.43727, -2.12850], [2.80107, 3.15178, -2.77037], [-2.15098, 5.49537, 1.47596], [-1.16416, 4.53693, 0.84832], [-1.01600, 3.43512, 1.79647], [-0.26431, 2.40466, 1.33751], [-0.24923, 1.34332, 2.36279], [0.09683, 0.14165, 2.08436], [-0.30081, -1.00782, 2.63885], [0.70898, -2.02514, 2.87340], [0.39012, -3.40151, 2.91266], [1.39298, -4.34138, 3.12708], [2.71285, -3.92353, 3.33748], [3.03102, -2.55705, 3.30334], [2.04181, -1.61351, 3.04155], [-1.71586, -1.23037, 2.95779], [-2.12412, -2.11964, 3.98497], [-3.47297, -2.25897, 4.30813], [-4.44555, -1.52014, 3.62051], [-4.04830, -0.57921, 2.66003], [-2.70402, -0.46272, 2.30767], [0.28931, 2.37736, 0.24859], [-2.33994, 6.32325, 0.78564], [-3.10255, 4.99000, 1.69281], [-1.74668, 5.91637, 2.40633], [-1.53950, 4.16960, -0.12288], [-0.18262, 5.01867, 0.70577], [-0.57673, 1.66262, 3.36440], [-0.64770, -3.71176, 2.77618], [1.13455, -5.40016, 3.14203], [3.49746, -4.66299, 3.50522], [4.04899, -2.21070, 3.48160], [2.27577, -0.54872, 2.97836], [-1.37477, -2.70007, 4.52690], [-3.76126, -2.94588, 5.10550], [-5.50627, -1.66605, 3.84060], [-4.77690, 0.07639, 2.17977], [-2.42230, 0.22869, 1.51283]],
  "atomic_forces_ev_per_a": [[-0.13, -0.10, 0.17], [-0.22, 0.09, 0.06], [-0.05, -0.08, -0.03], [0.07, 0.23, -0.05], [0.56, -0.18, 0.01], [0.47, 0.66, 0.52], [-0.57, -0.31, -1.72], [1.19, -0.45, 0.27], [-0.19, -0.14, 0.13], [-0.10, 0.24, 0.10], [-0.06, -0.29, -0.02], [-0.07, 0.09, -0.15], [0.08, -0.13, 0.01], [0.03, 0.20, -0.04], [0.03, 0.40, -0.03], [-0.62, -0.22, 0.19], [0.03, -0.31, -0.17], [0.00, 0.38, 0.29], [-0.06, -0.19, 0.25], [-0.07, 0.10, -0.12], [-0.22, -0.14, 0.06], [-0.10, 0.09, 0.33], [0.15, -0.07, 0.21], [0.10, 0.33, 0.24], [0.23, -0.08, 0.08], [-0.07, 0.04, 0.20], [-0.19, -0.24, 0.10], [-0.31, 0.01, -0.16], [0.07, 0.15, -0.06], [0.12, 0.16, 0.03], [0.12, -0.04, -0.06], [-0.20, -0.10, -0.25], [-0.05, 0.15, 0.10], [0.01, -0.32, 0.43], [-0.07, 1.02, -1.17], [1.24, -1.36, 0.99], [-1.13, 1.53, 0.42], [1.85, -0.64, -1.70], [-0.47, -0.24, 0.73], [-0.72, 0.16, -0.77], [0.50, -0.16, 0.18], [-0.19, 0.34, 0.05], [0.34, 0.07, -0.05], [-0.28, -0.20, -0.22], [0.32, -0.31, 0.11], [0.30, 0.48, 1.09], [-0.43, 0.14, -0.27], [0.04, 0.06, -0.47], [-0.05, 0.13, 0.25], [0.43, -0.33, -0.07], [-0.66, -0.28, 0.16], [-0.53, 0.41, -0.15], [-0.04, -0.06, 0.07], [0.28, 0.15, -0.05], [-0.16, -0.15, -0.17], [0.31, -0.03, 0.42], [-0.31, -0.26, -0.09], [-0.79, -0.35, -0.35], [0.43, 0.02, -0.09], [0.14, 0.18, -0.01], [-0.20, 0.19, 0.04], [-0.13, -0.21, -0.08], [-0.11, -0.36, 0.10], [-0.27, 0.33, -0.09], [0.00, 0.13, -0.23], [0.34, 0.15, 0.04], [0.08, -0.33, 0.04], [-0.03, -0.11, 0.42]]
}